Record 1
Computed, not measured: 14 unconnected molecules or ions with the total composition C42H97F12N15O28S12 at a distorted geometry, with ωB97M-V/def2-TZVPD.

Each line ends with the Löwdin charge.
Geometry (Å):
C1 1.14483 -7.99615 4.30549  -0.0589
C2 1.57718 -7.52036 5.76400  -0.1158
N1 2.33586 -6.24210 5.73511  -0.0134
C3 3.38080 -5.85451 6.63601  0.0358
C4 3.82245 -4.60757 6.17717  -0.0145
N2 3.13680 -4.21271 5.05209  -0.0426
C5 2.21071 -5.20763 4.81061  0.0063
C6 3.39059 -3.03463 4.23139  0.0024
H1 0.22363 -7.49919 4.00133  0.0364
H2 0.92190 -9.05983 4.22191  0.0795
H3 1.96434 -7.84074 3.60381  0.0607
H4 2.18728 -8.33803 6.14778  0.1203
H5 0.69457 -7.40182 6.39253  0.1178
H6 3.66067 -6.50896 7.44827  0.1241
H7 4.63282 -3.99448 6.54300  0.1321
H8 1.31532 -5.09858 4.21667  0.1121
H9 4.33877 -3.02551 3.69384  0.0954
H10 3.51172 -2.10900 4.79411  0.0973
H11 2.66060 -2.84944 3.44341  0.0772
C7 -3.69656 0.14303 3.46731  -0.0885
C8 -3.24129 1.39489 4.06639  -0.5490
O1 -2.16812 1.96797 3.71337  -0.1110
N3 -4.02661 1.90816 5.24599  0.0341
H12 -5.01665 1.87167 5.04954  0.1502
H13 -3.90734 1.25487 6.00696  0.1460
C9 -3.69366 3.33623 5.70284  0.0016
H14 -3.82527 -0.62198 4.23301  0.0623
H15 -2.98438 -0.37161 2.82231  0.0476
H16 -4.62861 0.26800 2.91616  0.0589
H17 -3.77975 4.07810 4.90890  0.0951
H18 -2.76481 3.28592 6.27098  0.0906
H19 -4.43433 3.51285 6.48278  0.0811
C10 0.61624 -8.21035 0.90904  0.0460
C11 -0.20720 -7.60156 -0.25760  -0.3139
O2 -0.85463 -6.60890 -0.05047  0.1440
N4 -0.12603 -8.29698 -1.64673  0.0976
H20 0.18439 -9.25519 -1.57209  0.1640
H21 -1.04229 -8.38589 -2.06225  0.1684
C12 0.85948 -7.61371 -2.63315  0.0752
H22 0.25436 -9.18964 1.22229  0.1000
H23 0.45777 -7.61074 1.80540  0.0542
H24 1.67632 -8.22108 0.65565  0.1026
H25 0.86435 -8.22927 -3.53268  0.1080
H26 1.81208 -7.69946 -2.11036  0.1146
H27 0.52913 -6.59390 -2.83052  0.1096
C13 -4.08069 -4.26736 0.25019  0.0323
C14 -4.22633 -2.76314 0.39829  -0.2917
O3 -3.88152 -2.28609 1.49742  0.1225
N5 -5.09316 -2.03180 -0.65241  0.0805
H28 -4.58957 -1.91430 -1.51998  0.0514
H29 -5.95838 -2.53693 -0.78025  0.1677
C15 -5.58144 -0.62468 -0.29507  0.0393
H30 -4.01540 -4.55147 1.30049  0.0842
H31 -3.22418 -4.56698 -0.35372  0.0723
H32 -4.98518 -4.70996 -0.16708  0.0935
H33 -6.23642 -0.75425 0.56651  0.1050
H34 -6.08762 -0.21421 -1.16879  0.1047
H35 -4.62638 -0.13032 -0.11738  0.0893
C16 2.97796 1.30000 3.31873  0.0540
C17 1.68423 2.19814 3.14369  -0.2729
O4 0.59708 1.69838 2.91202  0.1281
N6 1.79499 3.73760 3.42157  0.0866
H36 2.44047 4.03128 4.14075  0.1681
H37 2.07548 4.12884 2.53368  0.0598
C18 0.44082 4.34481 3.76623  0.0175
H38 3.48384 1.07142 2.38067  0.0646
H39 2.77837 0.32033 3.75289  0.0740
H40 3.70634 1.76418 3.98364  0.0802
H41 -0.12308 3.77821 4.50722  0.0939
H42 -0.08608 4.32921 2.81216  0.0874
H43 0.72219 5.36830 4.01400  0.0970
C19 -2.44083 5.45134 -1.26179  -0.0860
C20 -3.33168 6.70886 -1.33926  -0.2007
C21 -2.74445 7.98163 -0.61269  -0.0918
N7 -3.72582 9.20612 -0.60063  -0.2371
C22 -4.30672 9.62380 -1.93658  0.0364
C23 -4.84519 8.80958 0.36485  -0.1016
C24 -5.26978 10.15735 1.05616  -0.1381
C25 -4.06678 11.09902 0.98031  -0.1550
C26 -2.98457 10.40732 0.17001  -0.0443
H44 -2.45053 5.12929 -0.22049  0.0710
H45 -1.44541 5.74516 -1.59480  0.0728
H46 -2.77868 4.56738 -1.80269  0.0813
H47 -4.27502 6.49329 -0.83752  0.0985
H48 -3.46088 6.93939 -2.39674  0.1051
H49 -1.96390 8.47772 -1.18953  0.1320
H50 -2.38577 7.79602 0.39973  0.1125
H51 -3.59230 9.89292 -2.71457  0.1166
H52 -5.03545 10.41261 -1.74992  0.1097
H53 -4.90158 8.75993 -2.23321  0.0971
H54 -5.65719 8.22339 -0.06544  0.1284
H55 -4.49782 8.11619 1.13078  0.1300
H56 -6.16512 10.64552 0.67123  0.1140
H57 -5.44016 9.92126 2.10655  0.1122
H58 -4.44467 11.98307 0.46674  0.1143
H59 -3.77899 11.44014 1.97475  0.1237
H60 -2.41377 10.93536 -0.59383  0.1338
H61 -2.20863 9.97604 0.80247  0.1270
C27 -1.59807 0.26076 -7.18028  -0.0870
C28 -0.13413 0.49167 -6.67408  -0.1967
C29 0.22859 1.92752 -6.19663  -0.0836
N8 1.67752 2.09699 -5.65857  -0.2030
C30 2.68124 1.38549 -6.56635  0.0230
C31 1.87352 1.49661 -4.24672  -0.1026
C32 1.37338 2.49218 -3.22985  -0.1532
C33 1.39197 3.86098 -3.96740  -0.1419
C34 2.04754 3.54721 -5.29516  -0.0872
H62 -2.32462 0.70578 -6.50045  0.0419
H63 -1.73633 -0.81944 -7.13391  0.0792
H64 -1.88813 0.70818 -8.13096  0.0758
H65 0.33108 0.31540 -7.64394  0.1020
H66 0.13747 -0.25644 -5.92933  0.1061
H67 -0.50147 2.39070 -5.53287  0.1256
H68 0.19037 2.63449 -7.02538  0.1237
H69 3.71298 1.65366 -6.33898  0.1133
H70 2.48077 1.58650 -7.61873  0.1026
H71 2.65357 0.30880 -6.39879  0.0820
H72 2.94637 1.31427 -4.18470  0.1095
H73 1.28614 0.58088 -4.17943  0.1179
H74 2.07055 2.28195 -2.41876  0.0978
H75 0.34692 2.37058 -2.88388  0.0978
H76 2.03008 4.59920 -3.48165  0.1081
H77 0.36475 4.22295 -4.01096  0.1078
H78 3.12990 3.63139 -5.19756  0.1454
H79 1.66194 4.23790 -6.04507  0.1281
C35 -1.89292 1.91248 0.28019  -0.0663
C36 -0.81424 0.84940 0.00049  -0.1767
C37 -1.24571 -0.66898 0.08187  -0.0702
N9 -0.07725 -1.54761 -0.42282  -0.1755
C38 0.22779 -1.29549 -1.93110  0.0595
C39 -0.35751 -3.00891 -0.20467  -0.1640
C40 0.90805 -3.71582 -0.18832  -0.1696
C41 1.97014 -2.72001 0.25984  -0.1211
C42 1.26944 -1.40974 0.42228  -0.0387
H80 -1.33508 2.83504 0.11955  0.0500
H81 -2.30109 1.88375 1.29047  0.0534
H82 -2.69328 1.90163 -0.45968  0.0617
H83 0.14299 1.06581 0.47482  0.0903
H84 -0.67568 0.93610 -1.07719  0.0824
H85 -2.09997 -0.92107 -0.54646  0.0988
H86 -1.43752 -0.96223 1.11401  0.1103
H87 0.85171 -2.09030 -2.33988  0.1098
H88 0.74123 -0.33468 -1.96744  0.0841
H89 -0.68021 -1.13698 -2.51293  0.0597
H90 -0.92001 -3.59355 -0.93261  0.1238
H91 -0.85428 -3.03583 0.76517  0.1148
H92 1.11261 -4.18881 -1.14881  0.1062
H93 0.75249 -4.50718 0.54493  0.1081
H94 2.80347 -2.52341 -0.41470  0.1104
H95 2.28698 -3.02677 1.25665  0.0941
H96 1.78667 -0.48772 0.15685  0.1248
H97 0.82269 -1.39402 1.41640  0.1105
N10 5.83972 -6.12513 2.00966  -0.1994
S1 5.52208 -7.51001 1.47853  0.4039
O5 5.80449 -7.92821 0.11910  -0.2656
O6 4.62687 -8.28378 2.32834  -0.3091
F1 6.93078 -7.88454 2.19641  -0.2470
S2 4.38229 -5.65097 1.35621  0.5325
O7 3.23014 -5.87507 2.22523  -0.3327
O8 4.21868 -5.64775 -0.12052  -0.2837
F2 4.57326 -4.08967 1.61454  -0.2036
N11 5.11025 -2.45063 -3.64181  -0.2262
S3 3.99782 -1.51007 -3.69497  0.4112
O9 3.34482 -1.15216 -2.45136  -0.2949
O10 3.17670 -1.42617 -4.89060  -0.3105
F3 4.95602 -0.19353 -3.97332  -0.2261
S4 4.20881 -3.83684 -3.66612  0.5870
O11 3.80034 -4.21448 -5.00051  -0.2832
O12 3.32368 -4.14973 -2.57310  -0.3006
F4 5.51549 -4.79797 -3.30527  -0.2137
N12 6.55266 0.52294 -1.31106  -0.2234
S5 5.72800 0.62703 0.17603  0.5620
O13 4.35251 0.09486 0.17643  -0.3314
O14 6.00758 1.74248 1.01718  -0.2796
F5 6.48095 -0.60751 0.89645  -0.2055
S6 5.99914 1.84551 -1.78289  0.4544
O15 6.62119 3.09876 -1.26223  -0.3165
O16 4.60907 1.79761 -2.23872  -0.3221
F6 6.77278 1.84305 -3.22763  -0.2327
N13 -3.52780 -1.42831 -2.76626  -0.2836
S7 -3.10771 -2.68224 -3.92223  0.6294
O17 -1.78329 -2.60388 -4.47929  -0.2438
O18 -4.15491 -3.26283 -4.73526  -0.2448
F7 -2.87026 -3.86524 -2.74699  -0.2502
S8 -3.39453 -0.38940 -3.84229  0.4477
O19 -4.42954 -0.43569 -4.90338  -0.2673
O20 -2.05397 0.15804 -3.98010  -0.2820
F8 -4.08809 0.84411 -2.99067  -0.2388
N14 -0.30181 -3.63333 3.35101  -0.2355
S9 -1.44482 -4.76643 3.85425  0.5989
O21 -2.82433 -4.41561 3.56319  -0.2740
O22 -1.22768 -5.58353 5.04370  -0.2606
F9 -1.13542 -5.87146 2.69368  -0.2207
S10 -0.60538 -2.72802 4.41349  0.3204
O23 0.07341 -3.02192 5.62453  -0.2531
O24 -1.87627 -1.98513 4.43388  -0.2770
F10 0.32292 -1.56793 3.83872  -0.2055
N15 2.00792 4.97837 1.04160  -0.2850
S11 1.22048 6.50075 0.71263  0.6811
O25 -0.21539 6.52969 0.93523  -0.3070
O26 1.77212 7.33119 -0.40748  -0.2774
F11 1.79909 7.30316 2.01968  -0.2089
S12 1.97920 4.39522 -0.30523  0.4182
O27 3.15324 4.45814 -1.14840  -0.2276
O28 0.71952 4.06243 -0.92361  -0.2814
F12 2.32056 2.87200 0.18386  -0.2114

The value obtained for the energy is -10562.19521 hartree. As for the spin multiplicity: 2. Its expectation value of S² is 0.7537. The total charge is +1.


Record 2
Computed, not measured: a molecular structure, C40H32EuN4O6P2STe at a distorted geometry, with ωB97M-V/def2-TZVPD.

Each line ends with the Löwdin charge.
Geometry (Å):
Eu1 2.49656 0.01341 -0.25115  1.4190
O1 6.22110 -1.27811 2.40536  0.1153
C1 5.44301 -0.73939 1.66904  -0.4561
O2 4.23658 -1.22546 1.35759  -0.0160
C2 5.77006 0.49091 0.86154  -0.1627
C3 6.92370 1.22340 1.14347  0.0027
C4 7.16363 2.35612 0.39968  -0.0555
C5 6.24615 2.82117 -0.53584  0.0041
C6 5.09152 2.07369 -0.72215  -0.1343
N1 4.89519 0.89427 -0.07325  0.0823
C7 3.93920 2.57285 -1.67393  -0.6466
O3 4.19402 3.56879 -2.32843  0.0175
O4 2.93103 1.83756 -1.71426  -0.2057
H1 7.52120 0.84183 1.94764  0.1103
H2 8.05846 2.90827 0.57488  0.0924
H3 6.34775 3.78488 -1.04933  0.1203
Te1 -2.85749 -1.36925 -1.90033  1.2649
C8 -4.73913 -0.57982 -1.24019  -0.5413
C9 -5.76207 -1.51057 -1.00930  -0.1628
C10 -7.04141 -1.07001 -0.71253  -0.1815
N2 -7.35477 0.22511 -0.51901  0.0355
C11 -6.37777 1.09881 -0.81591  -0.1689
C12 -5.12308 0.72879 -1.21475  -0.1586
C13 -1.23411 -0.54773 -0.90353  -1.0752
P1 -0.43649 -1.26675 0.52275  0.8561
C14 -0.85649 -3.03523 0.65201  -0.4225
C15 -0.85762 -3.91343 -0.40431  -0.1509
C16 -1.13934 -5.28096 -0.27309  -0.0904
C17 -1.31865 -5.82435 1.01341  -0.1196
C18 -1.36923 -4.97983 2.10983  -0.0884
C19 -1.14740 -3.60660 1.89430  -0.1048
C20 -1.54069 -0.69237 1.91079  -0.3825
C21 -1.09936 0.37950 2.69144  -0.1005
C22 -1.97036 0.97350 3.56094  -0.1101
C23 -3.27832 0.52837 3.72711  -0.0952
C24 -3.68177 -0.61050 2.98549  -0.0740
C25 -2.82894 -1.17877 2.03824  -0.1258
P2 -0.36276 0.92313 -1.24997  0.8183
C26 -0.67596 1.51960 -2.94997  -0.3263
C27 -1.87874 1.53230 -3.69841  -0.1163
C28 -1.91599 2.06389 -4.99938  -0.1039
C29 -0.75236 2.56045 -5.58052  -0.1190
C30 0.43459 2.55734 -4.85121  -0.0933
C31 0.49349 2.01172 -3.58024  -0.0913
C32 -1.13316 2.26877 -0.22115  -0.3297
C33 -2.39072 2.03098 0.32763  -0.1229
C34 -2.99199 2.96577 1.16803  -0.1020
C35 -2.29724 4.11103 1.51844  -0.1111
C36 -1.01131 4.38211 1.00249  -0.0737
C37 -0.46751 3.44825 0.11405  -0.0888
H4 -5.54639 -2.56823 -1.07033  0.0739
H5 -7.88564 -1.79558 -0.65868  0.1014
H6 -6.59293 2.14477 -0.64952  0.0974
H7 -4.46271 1.57264 -1.52397  0.1080
H8 -0.58723 -3.59589 -1.41219  0.0900
H9 -1.21331 -5.94859 -1.14149  0.0977
H10 -1.51855 -6.90543 1.04092  0.0922
H11 -1.43871 -5.35929 3.09328  0.0790
H12 -1.18861 -2.91857 2.73426  0.0966
H13 -0.10996 0.77208 2.60989  0.0675
H14 -1.55194 1.80444 4.12308  0.1089
H15 -3.99597 1.06083 4.34471  0.0908
H16 -4.73718 -0.87876 3.01717  0.0919
H17 -3.06070 -1.93289 1.30222  0.0873
H18 -2.76250 1.11620 -3.34916  0.0024
H19 -2.92167 2.12974 -5.46192  0.1002
H20 -0.76163 3.09614 -6.53956  0.0920
H21 1.33094 2.97264 -5.29368  0.0987
H22 1.38228 2.10812 -3.00674  0.0452
H23 -2.81282 1.10155 0.10730  0.0388
H24 -3.91222 2.70798 1.65159  0.0905
H25 -2.77216 4.79564 2.25266  0.0980
H26 -0.51597 5.34442 1.18955  0.1001
H27 0.50531 3.57892 -0.29246  0.0890
S1 2.80667 3.18051 4.01213  0.3273
C38 2.42365 2.12645 2.78595  -1.0036
N3 2.29495 1.42725 1.85903  -0.0750
N4 3.31301 -3.60675 1.15704  0.0023
C39 4.25275 -3.93259 0.08602  -0.1818
C40 4.21166 -2.94878 -1.09743  -0.6810
O5 5.16882 -3.13396 -1.87199  -0.0314
O6 3.22199 -2.14787 -1.19147  -0.2091
H28 2.93329 -4.38126 1.65187  0.0756
H29 2.59810 -3.02985 0.74410  0.0467
H30 4.06114 -2.14524 1.63407  0.0561
H31 4.05852 -4.88309 -0.38025  0.1052
H32 5.27072 -3.91517 0.41997  0.1006

The value obtained for the energy is -4273.40652 hartree. As for the spin multiplicity: 8. Its expectation value of S² is 15.7592. The total charge is -2. The energy relative to the best compared isomer or geometry (same formula, charge and spin) is 0.0 kJ/mol.


Record 3
Computed, not measured: 2 unconnected molecules or ions with the total composition C4H15N4 at a distorted geometry, with ωB97M-V/def2-TZVPD.

Each line ends with the natural charge from an NBO analysis.
Geometry (Å):
C1 -1.75485 0.56858 -2.28365  -0.2262
C2 -0.32274 0.65838 -1.80499  -0.2127
N1 -0.25520 1.58704 -0.64961  -0.8228
N2 -1.79182 -0.18015 -3.53774  -0.8260
H1 -2.36197 0.11983 -1.48273  0.1514
H2 -2.11817 1.57937 -2.45147  0.2147
H3 0.08310 -0.33378 -1.53048  0.1188
H4 0.34213 1.00968 -2.59020  0.2185
H5 0.68752 1.85267 -0.38110  0.3534
H6 -0.66807 1.11588 0.14996  0.3287
H7 -1.55939 -1.14482 -3.36743  0.3455
H8 -2.70710 -0.16932 -3.96348  0.3715
C3 1.52603 0.87110 2.91957  -0.4124
N3 1.11096 -0.51501 2.67819  -0.4897
C4 0.91291 -1.06269 1.51600  0.3889
N4 0.71776 -2.34705 1.30805  -0.7129
H9 2.59419 0.91234 3.11798  0.2337
H10 0.96883 1.27183 3.76072  0.2414
H11 1.28894 1.44625 2.02629  0.2233
H12 1.14740 -1.13520 3.48220  0.4172
H13 0.87602 -0.41382 0.64519  0.2315
H14 0.87429 -3.03627 2.03078  0.4255
H15 0.40923 -2.65484 0.40795  0.4385

The value obtained for the energy is -380.17691 hartree. The total charge is +1. The energy relative to the best compared isomer or geometry (same formula, charge and spin) is 158.3 kJ/mol.


Q: The lowest energy belongs to which entry?
A: C42H97F12N15O28S12


Q: Among the records above, which one has the lowest total charge?
A: C40H32EuN4O6P2STe


Q: The lowest total charge belongs to which entry?
A: C40H32EuN4O6P2STe